Version i
Below is a cluster of 2 separate species, C2H4O3 in total, with properties calculated with ωB97M-V with the def2-TZVPD basis set.

- Kohn-Sham gap (eV) = 11.1547
- net charge = 0
- structure (SMILES) = O=CO.C=O
- HOMO (hartree) = -0.3920
- LUMO (Eh) = 0.018

Last column: natural (NBO) charge in e.
CARTESIAN COORDINATES (ANGSTROEM)
H (-0.703, -0.295, 0.478)  0.503
H (1.647, 1.281, -1.965)  0.116
O (-1.097, -0.189, 1.367)  -0.668
H (0.310, 0.853, -3.235)  0.115
C (-0.362, -1.044, 2.095)  0.641
O (0.551, -1.684, 1.641)  -0.595
O (-0.236, 1.121, -1.318)  -0.519
H (-0.696, -1.134, 3.133)  0.117
C (0.586, 1.092, -2.195)  0.291


Version ii
Below is a cluster of 2 separate species, C2H4O3 in total, with properties calculated with ωB97M-V with the def2-TZVPD basis set.

- Kohn-Sham gap (alpha / beta) (eV) = 8.7087 / 9.5858
- net charge = 0
- HOMO (alpha / beta) (hartree) = -0.3305 / -0.3455
- LUMO (alpha / beta) (Eh) = -0.011 / 0.007

Last column: natural (NBO) charge in e.
CARTESIAN COORDINATES (ANGSTROEM)
H (0.037, 0.136, -2.129)  0.187
H (1.868, -1.040, 1.245)  0.493
H (-1.632, 0.388, -1.150)  0.182
C (-0.721, 0.719, -1.589)  -0.513
O (1.315, -1.113, 0.487)  -0.676
O (0.153, 0.333, 2.010)  -0.298
C (0.245, -0.414, 0.800)  0.733
O (-0.797, -0.665, 1.629)  -0.266
H (-0.469, 1.655, -1.304)  0.157


Most stable structure, least stable structure: version i, version ii.


Version i
Below is the ion CH4O4P with charge -1, with properties calculated with ωB97M-V with the def2-TZVPD basis set.

- Kohn-Sham gap (eV) = 7.6564
- net charge = -1
- structure (SMILES) = O=[P@@H](O)[C@@H]([O-])O
- HOMO (hartree) = -0.1256
- LUMO (Eh) = 0.156

Last column: natural (NBO) charge in e.
CARTESIAN COORDINATES (ANGSTROEM)
C (0.614, -0.914, 0.180)  0.350
H (-0.324, -1.483, 1.686)  0.464
H (-1.254, 0.808, -1.841)  -0.184
H (1.049, 1.541, -0.286)  0.507
H (1.014, -1.417, -0.648)  0.087
O (-1.785, 0.865, 0.525)  -1.156
O (1.521, -0.179, 0.680)  -0.841
O (0.118, 2.011, -0.632)  -1.035
O (-0.175, -1.839, 0.878)  -0.737
P (-0.778, 0.607, -0.540)  1.546


Version ii
Below is the ion CH4O4P with charge -1, with properties calculated with ωB97M-V with the def2-TZVPD basis set.

- Kohn-Sham gap (eV) = 9.5210
- net charge = -1
- structure (SMILES) = C[P@](=O)([O-])OO
- HOMO (hartree) = -0.1925
- LUMO (Eh) = 0.157

Last column: natural (NBO) charge in e.
CARTESIAN COORDINATES (ANGSTROEM)
O (1.717, 0.149, 1.462)  -1.204
C (-0.505, 0.600, -0.152)  -1.042
H (1.664, -1.638, 0.834)  0.483
H (-0.623, 1.589, 0.386)  0.243
H (-0.714, 0.580, -1.257)  0.218
O (1.963, 1.837, -0.492)  -1.152
O (1.973, -1.957, -0.085)  -0.494
O (1.925, -0.756, -0.881)  -0.577
H (-0.853, -0.404, 0.222)  0.227
P (1.394, 0.583, 0.030)  2.298


Most stable structure, least stable structure: version ii, version i.


Version i
Below is a cluster of 2 separate species, CH6N2O2S in total, with properties calculated with ωB97M-V with the def2-TZVPD basis set.

- expectation value of S² = 2.01
- Kohn-Sham gap (alpha / beta) (eV) = 8.4468 / 5.5432
- 2S+1 = 3
- net charge = 0
- HOMO (alpha / beta) (hartree) = -0.2839 / -0.3437
- LUMO (alpha / beta) (Eh) = 0.026 / -0.140

Last column: Mulliken spin population.
CARTESIAN COORDINATES (ANGSTROEM)
O (-1.481, -1.353, 0.328)  0.656
H (0.722, -1.221, -0.395)  -0.001
N (0.704, -0.576, -1.071)  0.062
H (-3.807, -0.356, 1.366)  -0.020
O (-0.206, 1.293, -0.087)  0.026
H (-0.715, 1.678, -0.813)  -0.010
N (-3.533, 0.101, 0.470)  0.752
H (1.388, 0.402, 0.453)  0.002
C (0.796, 0.722, -0.418)  -0.004
S (-2.376, -0.371, -0.373)  0.539
H (1.491, 1.448, -1.229)  0.003
H (-0.167, -0.600, -1.570)  -0.004


Version ii
Below is a cluster of 2 separate species, CH6N2O2S in total, with properties calculated with ωB97M-V with the def2-TZVPD basis set.

- expectation value of S² = 2.00
- Kohn-Sham gap (alpha / beta) (eV) = 6.0136 / 7.6795
- 2S+1 = 3
- net charge = 0
- HOMO (alpha / beta) (hartree) = -0.1938 / -0.3526
- LUMO (alpha / beta) (Eh) = 0.027 / -0.070

Last column: Mulliken spin population.
CARTESIAN COORDINATES (ANGSTROEM)
C (-0.716, -0.553, -0.599)  -0.015
O (1.522, 1.016, 0.789)  0.127
N (-1.390, 0.573, -0.711)  0.013
O (2.213, -1.375, 0.094)  0.082
H (-1.426, 1.167, 0.163)  0.003
H (-0.720, -0.666, 1.209)  0.007
N (-0.532, -1.233, 0.447)  0.024
S (2.104, 0.134, -0.566)  1.725
H (-0.290, -1.074, -1.426)  0.002
H (-1.627, 0.933, -1.716)  -0.001
H (1.409, -1.848, 0.375)  0.025
H (2.314, 1.338, 1.213)  0.008


Most stable structure, least stable structure: version ii, version i.


Version i
Below is a cluster of 4 separate species, C3H14O3S in total, with properties calculated with ωB97M-V with the def2-TZVPD basis set.

- Kohn-Sham gap (eV) = 8.3961
- net charge = 0
- structure (SMILES) = CCSC.O.O.O
- HOMO (hartree) = -0.3047
- LUMO (Eh) = 0.004

Last column: natural (NBO) charge in e.
CARTESIAN COORDINATES (ANGSTROEM)
H (1.229, -1.203, -0.274)  0.216
O (-2.578, 1.654, 0.427)  -0.946
H (2.368, 0.446, -1.768)  0.211
H (-0.816, 0.326, 2.682)  0.237
O (-2.897, -1.145, -0.463)  -0.931
C (-0.206, -0.142, 1.867)  -0.734
H (-3.650, -0.767, -1.011)  0.473
O (3.784, -0.202, 0.777)  -0.966
S (0.775, 0.946, 0.746)  0.147
H (1.398, -0.609, -2.760)  0.213
H (-3.514, -1.505, 0.228)  0.473
C (0.730, -0.261, -0.650)  -0.514
H (4.547, 0.292, 0.420)  0.465
H (-0.342, -0.462, -0.872)  0.209
H (0.570, -0.807, 2.290)  0.220
H (0.825, 1.039, -2.375)  0.208
H (3.152, 0.486, 1.096)  0.481
H (-2.484, 0.651, 0.436)  0.481
C (1.364, 0.210, -2.005)  -0.610
H (-0.831, -0.702, 1.218)  0.211
H (-3.423, 1.756, -0.009)  0.453


Version ii
Below is a cluster of 4 separate species, C3H14O3S in total, with properties calculated with ωB97M-V with the def2-TZVPD basis set.

- Kohn-Sham gap (eV) = 8.7517
- net charge = 0
- structure (SMILES) = CCSC.O.O.O
- HOMO (hartree) = -0.3042
- LUMO (Eh) = 0.017

Last column: natural (NBO) charge in e.
CARTESIAN COORDINATES (ANGSTROEM)
H (-1.813, 2.230, 1.228)  0.218
H (3.566, -0.068, -2.471)  0.467
C (0.769, -1.848, 0.313)  -0.744
H (-0.071, 1.293, -0.092)  0.209
H (-1.969, 0.687, 3.769)  0.471
H (1.210, -1.595, -4.953)  0.469
O (0.877, -0.966, -4.302)  -0.938
H (-1.429, 1.247, 5.135)  0.473
H (0.337, -0.377, -4.840)  0.469
H (-2.302, 0.698, 1.835)  0.185
H (-2.563, 0.980, 0.103)  0.214
C (-1.920, 1.191, 0.942)  -0.602
H (0.055, 0.413, 1.537)  0.210
C (-0.512, 0.628, 0.642)  -0.505
O (3.085, 0.526, -1.884)  -0.941
S (-0.759, -1.007, -0.155)  0.154
H (0.628, -2.870, -0.006)  0.226
H (0.973, -1.831, 1.385)  0.206
H (2.270, 0.666, -2.384)  0.475
O (-2.038, 1.397, 4.412)  -0.944
H (1.605, -1.393, -0.212)  0.227


Most stable structure, least stable structure: version ii, version i.